(1)
Density functional theory data (the ωB97M-V functional and the def2-TZVPD basis) for a cluster of 2 separate species, C3H9NO2 in total.

F_max, hartree/bohr: 0.0481
Relative energy (zero: lowest compared OMol25 entry of this formula, charge and spin), kJ/mol: 81.11
Molar mass, g mol⁻¹: 91.110
E_HOMO, eV: -9.8
Spin multiplicity: 1

Last column: natural (NBO) charge in e.
Atoms and positions in Å:
1 O 0.00789 0.51795 -2.81986  -0.607
2 C -1.06666 0.70689 -2.32015  0.655
3 N -2.03823 1.33379 -3.01047  -0.826
4 C 0.00000 0.00000 0.00000  -0.592
5 C -1.24292 0.49419 -0.83773  -0.511
6 H -2.90377 1.62893 -2.55191  0.394
7 H -1.93857 1.42817 -4.02422  0.409
8 H -0.37455 -0.16078 1.02492  0.206
9 H 0.93070 0.58948 0.05398  0.220
10 H 0.23045 -0.98108 -0.44830  0.211
11 H -1.46802 1.42487 -0.28220  0.222
12 H -2.01639 -0.25184 -0.57200  0.219
13 O -1.43818 -3.65892 2.45045  -0.940
14 H -1.12689 -4.38647 1.86561  0.471
15 H -2.30202 -3.38491 2.06710  0.469



(2)
Density functional theory data (the ωB97M-V functional and the def2-TZVPD basis) for a cluster of 2 separate species, C3H9NO2 in total.

F_max, hartree/bohr: 0.0652
Relative energy (zero: lowest compared OMol25 entry of this formula, charge and spin), kJ/mol: 181.01
Molar mass, g mol⁻¹: 91.110
E_HOMO, eV: -10.0
Spin multiplicity: 1

Last column: natural (NBO) charge in e.
Atoms and positions in Å:
1 C 1.10557 1.38064 -0.72624  -0.054
2 O 0.12268 0.35446 -0.89047  -0.796
3 C 0.58423 2.31933 0.32802  -0.633
4 H 2.06639 0.94194 -0.35595  0.160
5 H 1.35297 1.70218 -1.72399  0.177
6 H 0.20123 -0.60663 -0.89289  0.497
7 H 0.59268 1.93186 1.34702  0.211
8 H 1.06449 3.30744 0.39890  0.211
9 H -0.49255 2.44228 0.08199  0.217
10 C -0.65956 -2.22621 -0.13135  0.498
11 N -1.54514 -2.19784 0.90537  -0.825
12 O 0.51703 -2.43504 0.07049  -0.581
13 H -1.17248 -2.11697 -1.09450  0.132
14 H -1.28871 -2.16534 1.87930  0.399
15 H -2.44884 -2.63212 0.80428  0.388



(3)
Density functional theory data (the ωB97M-V functional and the def2-TZVPD basis) for a cluster of 2 separate species, C3H9NO2 in total.

F_max, hartree/bohr: 0.0700
Charge: +1
Relative energy (zero: lowest compared OMol25 entry of this formula, charge and spin), kJ/mol: 118.55
Molar mass, g mol⁻¹: 91.110
E_HOMO (spin up / spin down), eV: -15.6 / -15.1
⟨S²⟩: 0.756
Spin multiplicity: 2

Last column: natural (NBO) charge in e.
Atoms and positions in Å:
1 C -0.60819 -0.39795 2.60014  -0.473
2 N -0.71288 -0.32108 1.13953  -0.458
3 H 0.63493 0.38486 0.59068  0.490
4 H -0.93557 -1.16174 0.60701  0.465
5 H -1.42776 0.37180 0.93841  0.425
6 H 0.36068 0.02892 2.91389  0.272
7 H -0.45846 -1.40231 2.96264  0.271
8 H -1.32775 0.27366 3.07223  0.273
9 C 0.86444 0.50248 -2.68703  -0.711
10 C 0.23737 0.07762 -1.39099  0.810
11 O -0.69757 -0.68179 -1.30351  -0.563
12 O 0.94825 0.51476 -0.37669  -0.596
13 H 0.15351 0.87081 -3.42306  0.269
14 H 1.38288 -0.36710 -3.09797  0.273
15 H 1.58611 1.30707 -2.54528  0.253



(4)
Density functional theory data (the ωB97M-V functional and the def2-TZVPD basis) for the ion C3H9NO2P with charge -1.

F_max, hartree/bohr: 0.0953
Charge: -1
Relative energy (zero: lowest compared OMol25 entry of this formula, charge and spin), kJ/mol: 62.84
Molar mass, g mol⁻¹: 122.084
E_HOMO, eV: -4.5
Spin multiplicity: 1

Last column: natural (NBO) charge in e.
Atoms and positions in Å:
1 C -0.43744 0.93522 1.65391  -0.423
2 C -1.22859 0.11969 -0.39950  -0.414
3 C 1.72590 -0.81264 -1.44333  -1.052
4 N -0.16667 0.08252 0.48373  -0.719
5 O 1.35800 1.81382 -1.36292  -1.170
6 O 2.60120 0.77233 0.58021  -1.179
7 P 1.47405 0.69622 -0.41042  2.249
8 H -0.41485 2.04623 1.61726  0.171
9 H -1.43983 0.64644 1.92405  0.161
10 H 0.14952 0.66789 2.54292  0.194
11 H -0.71074 -0.15264 -1.34892  0.197
12 H -2.05443 -0.58705 -0.19925  0.155
13 H -1.72203 1.09339 -0.67366  0.152
14 H 2.81933 -0.55011 -1.59564  0.243
15 H 1.43761 -1.75273 -1.04182  0.219
16 H 1.04063 -0.49072 -2.17351  0.216



(5)
Density functional theory data (the ωB97M-V functional and the def2-TZVPD basis) for a cluster of 2 separate species, C3H9NO2S in total.

F_max, hartree/bohr: 0.0246
Charge: -2
Relative energy (zero: lowest compared OMol25 entry of this formula, charge and spin), kJ/mol: 26.05
Molar mass, g mol⁻¹: 123.177
E_HOMO, eV: 0.5
Spin multiplicity: 1

Last column: natural (NBO) charge in e.
Atoms and positions in Å:
1 C 0.97100 -0.41731 0.71696  -0.050
2 O 2.02313 0.47049 0.97780  -0.929
3 C -0.01581 0.05018 -0.36920  -0.094
4 C -1.10651 -1.02475 -0.63402  -0.508
5 S -2.74449 -0.82250 0.22461  -0.798
6 N -0.54819 1.35773 -0.03111  -0.890
7 H 1.34774 -1.43102 0.47879  0.102
8 H 0.33815 -0.50994 1.62806  0.125
9 H 0.53477 0.15188 -1.30181  0.153
10 H -0.72574 -1.97406 -0.28989  0.180
11 H -1.31703 -1.02682 -1.69676  0.170
12 H -1.45747 1.20522 0.40432  0.375
13 H 0.08959 1.73326 0.66948  0.359
14 H 2.85203 0.69134 -0.06408  0.497
15 H 3.35204 1.93905 -1.00964  0.425
16 O 3.58487 1.01562 -0.88662  -1.115



(6)
Density functional theory data (the ωB97M-V functional and the def2-TZVPD basis) for a cluster of 2 separate species, C3H9NO2S in total.

F_max, hartree/bohr: 0.0690
Relative energy (zero: lowest compared OMol25 entry of this formula, charge and spin), kJ/mol: 243.50
Molar mass, g mol⁻¹: 123.177
E_HOMO, eV: -9.0
Spin multiplicity: 1

Last column: natural (NBO) charge in e.
Atoms and positions in Å:
1 O 1.26904 1.64110 -0.05029  -0.539
2 C 1.90675 0.91015 0.68376  0.410
3 C 1.48977 -0.61861 0.68796  -0.154
4 C 0.10225 -0.71449 -0.01476  -0.512
5 S -0.81416 -2.16281 0.75262  -0.065
6 N 2.64552 -1.33548 0.11854  -0.829
7 H 2.89923 1.27300 0.93604  0.140
8 H 1.29483 -0.78552 1.75418  0.203
9 H 0.29750 -0.65301 -1.10004  0.230
10 H -0.44930 0.17069 0.27809  0.241
11 H -0.77325 -2.86716 -0.39192  0.131
12 H 2.47695 -1.60118 -0.84118  0.369
13 H 2.73640 -2.14002 0.72459  0.375
14 H -3.54367 4.02486 -2.21850  0.471
15 H -4.84169 4.29903 -3.00093  0.468
16 O -4.51609 4.00918 -2.14734  -0.939



(7)
Density functional theory data (the ωB97M-V functional and the def2-TZVPD basis) for an isolated molecule of C3H9NO2S.

F_max, hartree/bohr: 0.0940
Relative energy (zero: lowest compared OMol25 entry of this formula, charge and spin), kJ/mol: 260.23
Molar mass, g mol⁻¹: 123.177
E_HOMO, eV: -9.6
Spin multiplicity: 1

Last column: natural (NBO) charge in e.
Atoms and positions in Å:
1 C -0.58860 0.78485 -1.19177  -0.645
2 C 2.40353 -0.21648 -0.09701  -0.838
3 C -0.61287 -0.33678 -0.05430  -0.216
4 N -1.52910 -0.05661 0.92944  -0.830
5 O 1.01005 1.23132 1.51609  -0.960
6 O 0.81327 -1.20213 1.97594  -0.954
7 S 0.91419 -0.13128 1.00474  2.055
8 H 0.10700 1.57447 -0.73636  0.231
9 H -1.58929 1.18763 -1.32620  0.239
10 H -0.05622 0.22851 -2.04681  0.213
11 H 1.96719 -0.04646 -1.07470  0.227
12 H 2.93639 0.65678 0.18397  0.252
13 H 2.97623 -1.10882 0.00110  0.244
14 H -0.67981 -1.27803 -0.52158  0.215
15 H -1.46758 0.91267 1.32981  0.388
16 H -1.27154 -0.71202 1.60864  0.379



(8)
Density functional theory data (the ωB97M-V functional and the def2-TZVPD basis) for a structure of composition C3H9NO2S2.

F_max, hartree/bohr: 0.0693
Relative energy (zero: lowest compared OMol25 entry of this formula, charge and spin), kJ/mol: 570.82
Molar mass, g mol⁻¹: 155.244
E_HOMO (spin up / spin down), eV: -8.4 / -8.6
Spin multiplicity: 1

Last column: natural (NBO) charge in e.
Atoms and positions in Å:
1 C -1.02299 -1.30422 1.60403  -0.484
2 C -1.89805 2.07866 -0.77292  -0.831
3 C 2.44752 -0.32340 -0.40819  -0.821
4 N 0.29526 0.81968 0.59661  -0.987
5 O -0.01376 -0.62156 -1.51581  -0.935
6 O 0.84830 1.61346 -1.70479  -0.944
7 S -0.68127 2.00053 0.68450  0.748
8 S 0.84241 0.38083 -0.93858  2.231
9 H -0.08472 -0.90639 1.95845  0.174
10 H -1.78285 -0.62123 1.68810  0.152
11 H -1.08497 -2.22754 1.01922  0.180
12 H -1.60323 2.86557 -1.58730  0.259
13 H -2.93651 2.15614 -0.34865  0.238
14 H -1.75609 1.11221 -1.39209  0.267
15 H 2.15221 -1.21328 0.08163  0.254
16 H 2.84446 -0.51497 -1.37398  0.238
17 H 3.11915 0.42149 0.05641  0.260



(9)
Density functional theory data (the ωB97M-V functional and the def2-TZVPD basis) for an isolated molecule of C3H9NO2S2.

F_max, hartree/bohr: 0.0739
Relative energy (zero: lowest compared OMol25 entry of this formula, charge and spin), kJ/mol: 254.29
Molar mass, g mol⁻¹: 155.244
E_HOMO, eV: -9.5
Spin multiplicity: 1

Last column: natural (NBO) charge in e.
Atoms and positions in Å:
1 C 0.77647 -0.82156 0.75319  -0.675
2 C 0.57382 -0.05710 -1.77612  -0.673
3 C 0.37984 0.18096 -0.31369  -0.200
4 N -1.71758 0.68873 1.46147  -1.092
5 O -2.19250 -0.80767 -0.49117  -0.944
6 O -1.77070 1.56521 -0.88365  -0.954
7 S 1.04525 1.97826 0.35263  -0.168
8 S -1.51270 0.39345 -0.13850  2.285
9 H 0.07020 -1.65601 0.68780  0.236
10 H 0.58431 -0.25884 1.67320  0.209
11 H 1.81169 -1.26560 0.56856  0.238
12 H -0.15880 -0.70085 -2.02693  0.231
13 H 0.30551 0.81348 -2.21746  0.238
14 H 1.54683 -0.47252 -2.15037  0.229
15 H -2.34731 0.03573 1.89439  0.410
16 H -0.77765 0.75553 2.01611  0.422
17 H -0.08750 2.61876 -0.32989  0.207



(10)
Density functional theory data (the ωB97M-V functional and the def2-TZVPD basis) for a cluster of 2 separate species, C3H9NO3 in total.

F_max, hartree/bohr: 0.0159
Relative energy (zero: lowest compared OMol25 entry of this formula, charge and spin), kJ/mol: 275.19
Molar mass, g mol⁻¹: 107.109
E_HOMO, eV: -10.0
Spin multiplicity: 1

Last column: natural (NBO) charge in e.
Atoms and positions in Å:
1 C 1.14208 -1.06137 -0.43685  -0.067
2 C 1.86014 0.03529 0.33919  -0.646
3 O 0.28252 -0.54682 -1.43406  -0.731
4 H 0.75259 0.15229 -1.90793  0.468
5 H 0.49865 -1.64402 0.22697  0.194
6 H 1.87414 -1.74194 -0.89431  0.155
7 H 2.51996 0.59839 -0.32013  0.195
8 H 1.13676 0.72150 0.77395  0.226
9 H 2.45604 -0.40372 1.13417  0.214
10 N -1.29695 1.55752 0.97631  -0.528
11 C -1.97833 -0.24167 -0.33424  0.658
12 O -1.80985 1.07256 -0.26579  -0.375
13 O -1.83811 -1.00805 0.57604  -0.626
14 H -1.31250 0.74913 1.60885  0.367
15 H -1.96641 2.25253 1.30334  0.353
16 H -2.32072 -0.49162 -1.34550  0.142



Question: molar mass of number 3 (C3H9NO2)?
Answer: 91.110 g mol⁻¹